ORCA calculation (ωB97M-V/def2-TZVPD) on a single C5H10O molecule.

Last column: Löwdin charge in e.
Positions of all 16 atoms, in Å:
O -2.219 0.237 0.285  -0.041
C -1.006 0.242 -0.449  -0.386
C -0.249 -1.112 -0.376  -0.141
C -0.063 1.278 0.183  -0.146
C 1.021 -0.833 0.440  -0.198
C 1.322 0.632 0.112  -0.201
H -0.373 1.389 1.230  0.121
H 1.718 0.705 -0.910  0.113
H -1.211 0.501 -1.500  0.138
H -0.874 -1.896 0.071  0.110
H 2.051 1.092 0.786  0.107
H 0.013 -1.449 -1.386  0.110
H 0.808 -0.933 1.512  0.114
H 1.841 -1.516 0.198  0.105
H -0.122 2.263 -0.290  0.112
H -2.656 -0.599 0.093  0.084

Results
* electronic energy: -7394.5909 eV
* energy relative to the best compared isomer or geometry (same formula, charge and spin): 4.02 kcal/mol
* LUMO energy: 0.039 hartree
* structure (SMILES): OC1CCCC1

***

ORCA calculation (ωB97M-V/def2-TZVPD) on 4 unconnected molecules or ions with the total composition CH10N2O3.

Last column: Löwdin charge in e.
Positions of all 16 atoms, in Å:
O -2.183 -1.350 0.939  -0.252
O 1.504 -0.821 1.432  -0.144
O 2.536 0.576 -0.517  -0.233
N -0.206 -0.415 -0.875  0.214
N -1.691 1.124 -0.110  0.085
C -0.341 0.903 -0.358  -0.308
H 2.055 -1.628 1.449  0.041
H -0.617 -1.198 -0.297  0.099
H 3.347 0.831 -1.016  -0.005
H -2.046 2.030 0.121  0.093
H -2.651 -1.851 0.263  -0.042
H -2.129 0.308 0.437  0.068
H 1.931 -0.184 0.748  -0.029
H 0.184 0.865 0.646  0.173
H 0.307 1.440 -1.014  0.109
H 0.001 -0.631 -1.847  0.130

Results
* electronic energy: -10313.1035 eV
* energy relative to the best compared isomer or geometry (same formula, charge and spin): 218.46 kcal/mol
* LUMO energy: -0.185 hartree

***

ORCA calculation (ωB97M-V/def2-TZVPD) on 2 unconnected molecules or ions with the total composition C3H8N2O.

Last column: Löwdin charge in e.
Positions of all 14 atoms, in Å:
O 0.307 -0.792 -1.592  -0.003
N -1.746 -0.136 1.161  0.062
N -0.808 1.744 0.086  0.088
C 1.071 -0.827 -0.484  -0.319
C 2.377 -1.081 -0.481  0.008
C -1.099 1.097 1.126  -0.392
H -0.431 -0.194 -1.477  0.066
H 0.612 -0.441 0.417  0.064
H 2.994 -0.856 0.376  0.044
H -0.468 2.679 0.329  0.057
H -2.272 -0.303 1.996  0.075
H -0.984 1.459 2.152  0.115
H 2.930 -1.405 -1.353  0.053
H -1.439 -0.968 0.671  0.081

Results
* electronic energy: -8266.9488 eV
* energy relative to the best compared isomer or geometry (same formula, charge and spin): 54.82 kcal/mol
* LUMO energy: 0.030 hartree
* structure (SMILES): [H]/N=C/N.C=CO

***

ORCA calculation (ωB97M-V/def2-TZVPD) on a molecular structure, C26H22Cl4GeN2O2Ti.

Last column: Mulliken spin population.
Positions of all 58 atoms, in Å:
Ge 2.807 -1.831 -3.559  0.003
Ti 0.698 -0.214 -2.019  0.935
Cl -3.562 2.429 5.324  0.000
Cl 2.571 -3.387 -5.205  0.000
Cl 1.232 -0.347 -4.455  0.004
Cl 1.033 -2.655 -2.293  0.003
O 0.869 -0.447 -0.176  0.008
O 2.599 -0.206 -1.464  -0.012
N 0.650 1.683 -2.400  -0.021
N -1.259 -0.115 -2.330  -0.055
C -1.430 1.790 3.753  -0.001
C 2.133 -0.658 -0.354  -0.016
C 4.223 -1.826 0.263  0.007
C -1.986 -2.575 2.005  0.000
C 0.853 3.695 -3.377  -0.010
C -2.471 -0.730 0.542  -0.003
C -1.799 -3.397 0.903  0.000
C -1.076 2.661 1.481  -0.001
C 3.008 -2.759 2.585  -0.002
C 2.907 -1.463 0.561  0.012
C -0.557 2.005 -2.997  0.003
C -0.453 3.260 -3.603  0.032
C 2.305 -1.935 1.733  0.003
C -2.283 -1.547 -0.570  0.006
C -2.600 2.539 3.869  0.002
C -1.571 1.039 -2.875  0.040
C 4.315 -3.126 2.283  0.004
C -0.685 1.842 2.597  0.002
C -1.970 -2.887 -0.376  -0.005
C 4.920 -2.647 1.126  -0.001
C -2.264 3.448 1.670  0.000
C 1.493 2.700 -2.642  0.036
C -3.004 3.375 2.828  -0.001
C -0.357 2.670 0.297  0.007
C -2.335 -1.244 1.821  0.001
C -2.406 -0.963 -1.960  0.030
H 2.503 2.686 -2.264  0.003
H -1.876 -3.543 -1.231  0.001
H -1.512 -4.434 1.034  0.000
H -2.492 -0.598 2.675  0.000
H -1.223 3.777 -4.154  0.001
H 2.537 -3.133 3.485  0.000
H -1.114 1.169 4.584  0.000
H 0.216 1.247 2.493  0.000
H 4.679 -1.459 -0.648  0.001
H 4.861 -3.783 2.948  0.000
H -1.848 -2.968 3.006  0.000
H 1.300 4.613 -3.722  0.001
H -2.592 1.240 -3.191  -0.006
H -3.909 3.961 2.944  0.000
H -3.301 -0.336 -1.984  -0.005
H 0.494 2.019 0.170  -0.003
H -2.539 -1.766 -2.693  -0.003
H -2.579 4.094 0.858  0.000
H 1.284 -1.638 1.931  0.000
H -2.718 0.319 0.413  -0.002
H -0.658 3.288 -0.539  0.001
H 5.939 -2.931 0.896  0.000

Results
* electronic energy: -164121.6935 eV
* energy relative to the best compared isomer or geometry (same formula, charge and spin): 62.68 kcal/mol
* expectation value of S²: 0.7587
* spin multiplicity: 2
* LUMO energy (spin up / spin down): 0.056 / 0.057 hartree
* net charge: -1

***

ORCA calculation (ωB97M-V/def2-TZVPD) on 2 unconnected molecules or ions with the total composition C5H9NO.

Last column: Löwdin charge in e.
Positions of all 16 atoms, in Å:
O -2.319 -1.856 1.459  0.024
N -0.780 -2.238 -0.068  0.088
C 0.622 1.358 0.010  -0.268
C 0.372 1.502 1.405  -0.046
C 0.322 0.392 -1.058  -0.196
C 0.957 1.751 -1.211  0.048
C -1.814 -1.576 0.412  -0.491
H 0.061 -1.786 -0.568  0.105
H 0.857 2.419 1.721  0.089
H 1.024 -0.321 -1.143  0.026
H -0.463 -3.016 0.534  0.118
H -0.666 1.459 1.701  0.093
H 1.325 2.265 -2.146  0.120
H -0.645 0.084 -1.501  0.084
H 0.708 0.628 1.907  0.079
H -1.984 -0.705 -0.334  0.128

Results
* electronic energy: -8864.9252 eV
* energy relative to the best compared isomer or geometry (same formula, charge and spin): 98.87 kcal/mol
* LUMO energy: 0.033 hartree
* structure (SMILES): CC1=CC1.NC=O

***

ORCA calculation (ωB97M-V/def2-TZVPD) on a single C5H7NS molecule.

Last column: Löwdin charge in e.
Positions of all 14 atoms, in Å:
S 1.791 -1.812 0.127  0.888
N 0.046 -1.828 -0.292  -0.220
C 0.474 0.396 0.441  -0.269
C -2.078 -0.554 0.002  -0.079
C 1.476 1.491 -0.123  0.020
C -0.616 -0.756 -0.005  -0.388
C 1.563 -0.066 -0.289  -0.605
H -2.837 -1.550 0.363  0.162
H 1.270 -0.105 -1.250  0.043
H -2.494 -0.126 -0.936  0.070
H 0.553 0.329 1.506  0.116
H 1.998 2.026 0.624  0.063
H -2.265 0.322 0.723  0.088
H 1.119 2.234 -0.890  0.112

Results
* electronic energy: -17618.2421 eV
* energy relative to the best compared isomer or geometry (same formula, charge and spin): 124.61 kcal/mol
* LUMO energy: 0.028 hartree
* structure (SMILES): CC1=NS[C@@H]2C[C@@H]12

***

ORCA calculation (ωB97M-V/def2-TZVPD) on a single C5H7BO3 molecule.

Last column: Löwdin charge in e.
Positions of all 16 atoms, in Å:
O 0.346 0.672 2.839  0.201
O -1.937 0.984 2.129  0.203
O -0.021 1.344 -0.526  -0.064
C -0.321 0.089 0.426  0.014
C -0.013 -1.119 -0.032  -0.086
C 0.505 -1.422 -1.383  -0.189
C 0.652 1.050 -1.703  -0.160
C 0.957 -0.175 -2.143  -0.087
B -0.697 0.540 1.957  -0.606
H 1.418 -0.296 -3.123  0.095
H -0.416 -1.901 -1.733  0.111
H 1.338 -2.168 -1.500  0.122
H -0.239 -1.938 0.652  0.121
H 0.922 1.918 -2.290  0.111
H 0.026 0.976 3.644  0.065
H -2.520 1.446 2.786  0.149

Results
* electronic energy: -12117.5477 eV
* energy relative to the best compared isomer or geometry (same formula, charge and spin): 30.08 kcal/mol
* LUMO energy: 0.008 hartree
* structure (SMILES): OB(O)C1=CCC=CO1

***

- Which of these has the highest electronic energy?
  C5H10O

***

- Look up the energy relative to the best compared isomer or geometry (same formula, charge and spin) of the fifth one.
  98.87 kcal/mol

***

What did the fourth record say?
ORCA calculation (ωB97M-V/def2-TZVPD) on a molecular structure, C26H22Cl4GeN2O2Ti.

Last column: Mulliken spin population.
Positions of all 58 atoms, in Å:
Ge 2.807 -1.831 -3.559  0.003
Ti 0.698 -0.214 -2.019  0.935
Cl -3.562 2.429 5.324  0.000
Cl 2.571 -3.387 -5.205  0.000
Cl 1.232 -0.347 -4.455  0.004
Cl 1.033 -2.655 -2.293  0.003
O 0.869 -0.447 -0.176  0.008
O 2.599 -0.206 -1.464  -0.012
N 0.650 1.683 -2.400  -0.021
N -1.259 -0.115 -2.330  -0.055
C -1.430 1.790 3.753  -0.001
C 2.133 -0.658 -0.354  -0.016
C 4.223 -1.826 0.263  0.007
C -1.986 -2.575 2.005  0.000
C 0.853 3.695 -3.377  -0.010
C -2.471 -0.730 0.542  -0.003
C -1.799 -3.397 0.903  0.000
C -1.076 2.661 1.481  -0.001
C 3.008 -2.759 2.585  -0.002
C 2.907 -1.463 0.561  0.012
C -0.557 2.005 -2.997  0.003
C -0.453 3.260 -3.603  0.032
C 2.305 -1.935 1.733  0.003
C -2.283 -1.547 -0.570  0.006
C -2.600 2.539 3.869  0.002
C -1.571 1.039 -2.875  0.040
C 4.315 -3.126 2.283  0.004
C -0.685 1.842 2.597  0.002
C -1.970 -2.887 -0.376  -0.005
C 4.920 -2.647 1.126  -0.001
C -2.264 3.448 1.670  0.000
C 1.493 2.700 -2.642  0.036
C -3.004 3.375 2.828  -0.001
C -0.357 2.670 0.297  0.007
C -2.335 -1.244 1.821  0.001
C -2.406 -0.963 -1.960  0.030
H 2.503 2.686 -2.264  0.003
H -1.876 -3.543 -1.231  0.001
H -1.512 -4.434 1.034  0.000
H -2.492 -0.598 2.675  0.000
H -1.223 3.777 -4.154  0.001
H 2.537 -3.133 3.485  0.000
H -1.114 1.169 4.584  0.000
H 0.216 1.247 2.493  0.000
H 4.679 -1.459 -0.648  0.001
H 4.861 -3.783 2.948  0.000
H -1.848 -2.968 3.006  0.000
H 1.300 4.613 -3.722  0.001
H -2.592 1.240 -3.191  -0.006
H -3.909 3.961 2.944  0.000
H -3.301 -0.336 -1.984  -0.005
H 0.494 2.019 0.170  -0.003
H -2.539 -1.766 -2.693  -0.003
H -2.579 4.094 0.858  0.000
H 1.284 -1.638 1.931  0.000
H -2.718 0.319 0.413  -0.002
H -0.658 3.288 -0.539  0.001
H 5.939 -2.931 0.896  0.000

Results
* electronic energy: -164121.6935 eV
* energy relative to the best compared isomer or geometry (same formula, charge and spin): 62.68 kcal/mol
* expectation value of S²: 0.7587
* spin multiplicity: 2
* LUMO energy (spin up / spin down): 0.056 / 0.057 hartree
* net charge: -1